Entry 1:
The following is a quantum chemistry calculation of C31H31CrF3N3O6S as an isolated structure in a non-equilibrium geometry, from the Open Molecules 2025 dataset.

Each line ends with the Löwdin charge.
CARTESIAN COORDINATES (ANGSTROEM)
Cr 0.347 0.820 0.782  0.799
O -0.238 -0.936 -0.408  -0.093
C -0.108 -0.804 -1.892  -0.247
C -0.082 0.723 -2.060  -0.572
O -0.505 1.104 -3.154  0.089
O 0.383 1.433 -1.108  -0.078
C -1.377 -1.456 -2.510  -0.130
C -1.369 -1.824 -3.852  0.000
C -2.482 -2.504 -4.384  -0.068
C -3.583 -2.748 -3.610  -0.104
C -3.623 -2.300 -2.303  -0.085
C -2.530 -1.652 -1.750  -0.048
C 1.153 -1.443 -2.402  -0.168
C 2.118 -0.683 -3.021  -0.018
C 3.331 -1.202 -3.481  -0.051
C 3.519 -2.569 -3.375  -0.085
C 2.550 -3.377 -2.776  -0.056
C 1.326 -2.830 -2.317  -0.002
H -0.143 -1.885 -0.147  0.140
H -0.469 -1.667 -4.431  0.125
H -2.556 -2.754 -5.436  0.105
H -4.379 -3.333 -4.057  0.104
H -4.543 -2.402 -1.708  0.111
H -2.574 -1.518 -0.659  0.116
H 1.880 0.316 -3.279  0.113
H 4.016 -0.512 -3.923  0.102
H 4.431 -2.992 -3.735  0.094
H 2.800 -4.404 -2.539  0.100
H 0.515 -3.458 -1.929  0.129
C 3.514 1.603 -0.555  -0.009
C 3.340 0.316 0.219  -0.230
C 4.490 -0.538 0.251  -0.017
C 4.527 -1.747 0.923  0.018
C 3.353 -2.116 1.680  -0.147
C 3.231 -3.338 2.451  -0.044
C 2.086 -3.558 3.187  -0.088
C 1.044 -2.607 3.269  -0.131
C 1.085 -1.409 2.575  -0.598
S -0.177 -0.253 2.831  0.736
C 2.236 -1.233 1.621  -0.170
N 2.209 -0.070 0.859  0.042
H 4.105 1.333 -1.432  0.082
H 3.982 2.388 0.038  0.084
H 2.570 2.014 -0.926  0.074
H 5.390 -0.158 -0.271  0.125
H 5.421 -2.431 0.892  0.135
H 4.105 -3.998 2.481  0.109
H 2.058 -4.449 3.808  0.103
H 0.209 -2.761 3.949  0.099
C -5.008 0.935 1.921  -0.061
N -3.928 1.319 1.004  -0.128
C -4.131 0.865 -0.405  -0.012
C -2.734 1.803 1.473  -0.434
O -1.647 1.465 0.898  -0.093
N -2.797 2.686 2.502  -0.113
C -3.969 3.497 2.795  -0.045
C -1.569 3.041 3.214  -0.020
H -5.578 0.093 1.465  0.097
H -5.763 1.769 2.028  0.086
H -4.605 0.725 2.913  0.094
H -5.110 1.219 -0.816  0.105
H -4.090 -0.232 -0.442  0.053
H -3.309 1.251 -1.031  0.102
H -4.603 3.551 1.899  0.095
H -3.574 4.464 3.091  0.090
H -4.518 3.034 3.648  0.099
H -1.123 2.112 3.631  0.052
H -1.804 3.680 4.072  0.095
H -0.846 3.545 2.528  0.078
F 3.638 3.761 1.807  0.125
C 2.507 4.482 1.747  -0.453
F 2.746 5.461 0.823  0.129
F 2.363 5.029 3.023  0.104
C 1.242 3.658 1.349  -0.528
O 0.242 4.263 1.008  0.088
O 1.382 2.393 1.468  -0.100

Summary:
**Energy relative to the best compared isomer or geometry (same formula, charge and spin)**: 2.0 kcal/mol
**<S²>**: 3.7848
**Multiplicity**: 4
**Maximum force**: 2.43 eV/Å

Entry 2:
The following is a quantum chemistry calculation of a 2-piece molecular cluster, C6H12O overall, from the Open Molecules 2025 dataset.

Each line ends with the Löwdin charge.
CARTESIAN COORDINATES (ANGSTROEM)
C -0.004 0.409 2.930  0.036
C 0.326 0.145 1.645  -0.311
C 1.220 -1.063 1.427  -0.065
C -0.136 0.991 0.529  -0.321
C -1.097 1.907 0.731  0.053
C 0.427 0.806 -0.860  -0.060
H -0.145 1.418 3.299  0.061
H -0.060 -0.407 3.638  0.059
H 1.241 -1.478 0.426  0.054
H 2.208 -0.802 1.802  0.085
H 0.938 -1.890 2.086  0.079
H -1.298 2.676 -0.007  0.068
H -1.531 2.004 1.714  0.051
H 0.831 -0.204 -0.946  0.050
H -0.309 0.893 -1.648  0.076
H 1.252 1.490 -1.066  0.087
O -0.758 -2.189 -4.720  -0.066
H -0.690 -2.429 -3.787  0.030
H -0.437 -3.015 -5.106  0.035

Summary:
**Energy relative to the best compared isomer or geometry (same formula, charge and spin)**: 49.7 kcal/mol
**SMILES**: C=C(C)C(=C)C.O
**Maximum force**: 0.93 eV/Å

Entry 3:
The following is a quantum chemistry calculation of one molecule with the formula C3H3N5 in a non-equilibrium geometry, from the Open Molecules 2025 dataset.

Each line ends with the Löwdin charge.
CARTESIAN COORDINATES (ANGSTROEM)
H 0.520 -1.908 2.216  0.094
N 0.112 -0.873 2.062  0.112
C 0.581 -0.219 0.964  -0.489
N 0.299 1.076 0.633  0.120
C -0.614 1.436 -0.136  -0.166
N -1.526 0.549 -0.873  0.097
C -0.821 -0.441 -1.299  -0.143
N 0.715 -0.676 -1.226  0.062
N 1.352 -0.656 -0.154  0.070
H -0.629 2.443 -0.446  0.103
H -1.426 -1.124 -2.043  0.140

Summary:
**Energy relative to the best compared isomer or geometry (same formula, charge and spin)**: 76.6 kcal/mol
**SMILES**: [H]/N=c1/ncncnn1
**Maximum force**: 5.61 eV/Å